Density functional theory data (ωB97M-V/def2-TZVPD) for C4H25N2O8 as an isolated structure in a non-equilibrium geometry.

Geometry as XYZ:
```
39
Properties=species:S:1:pos:R:3:forces:R:3:nbo_charge:R:1
C -0.56483 -0.13856 0.43693 -0.506 -1.484 -0.685 -0.242
N -1.98625 -0.42428 0.06596 0.307 2.141 0.195 -0.702
C -2.13505 -1.60568 -0.73639 1.411 -0.572 0.898 0.089
O -1.27226 -2.55131 -0.24530 1.116 -2.711 -0.258 -0.860
C 0.20030 0.40710 -0.83689 -1.746 1.877 3.914 -0.221
N 0.83192 1.67975 -0.26259 1.561 -2.155 -2.746 -0.647
C 1.61743 2.27697 -1.33766 0.401 -1.152 -1.182 -0.430
H -0.54462 0.66822 1.14327 -0.341 0.489 0.277 0.179
H -0.10326 -1.00119 1.01540 -0.109 1.157 -1.617 0.215
H -2.62283 -0.36002 0.86558 0.578 -0.485 -0.462 0.375
H -3.14229 -1.96437 -0.58462 -0.749 0.141 -0.719 0.149
H -1.75998 -1.49199 -1.75294 -0.875 0.715 -0.638 0.151
H 0.93633 -0.18302 -1.26477 1.297 -1.077 -0.570 0.215
H -0.58137 0.63494 -1.55331 0.155 0.172 -0.393 0.163
H 0.11772 2.27723 0.01196 -1.630 1.325 0.667 0.370
H 1.87477 3.26529 -1.12208 1.269 1.508 1.209 0.187
H 2.53429 1.59026 -1.52484 -1.547 1.392 -0.019 0.208
H 1.05590 2.55655 -2.27606 0.159 -1.371 0.335 0.171
H 1.83876 -1.95145 -1.42710 1.631 -0.098 0.019 0.537
H 3.41678 -2.12054 -1.36046 0.781 -1.172 -0.187 0.464
O 2.74858 -1.47274 -1.27442 -2.441 0.816 0.199 -1.035
H -1.38732 -2.51264 1.23362 0.304 0.117 1.288 0.498
H -0.83670 -1.59147 2.42233 -0.182 -0.333 0.102 0.446
O -1.40002 -2.35885 2.27060 -0.236 -0.296 -0.379 -1.032
H 1.63235 1.25229 3.87362 1.610 0.555 2.138 0.460
H 1.24853 0.76699 2.69750 1.348 -2.860 -4.550 0.486
O 0.85249 1.17647 3.38313 -2.851 2.046 2.793 -0.948
H -0.40242 -2.96692 -1.00827 -0.072 1.606 -0.173 0.510
H 0.52762 -3.92521 -1.84600 0.296 -7.396 0.006 0.430
O 0.57077 -3.06522 -1.89763 -0.935 7.117 0.829 -1.138
H -1.27783 2.00997 2.44951 -0.459 -1.507 0.124 0.469
H -0.19943 2.92148 2.90592 -0.292 -0.220 -0.273 0.487
O -1.02639 2.90813 2.39711 0.513 1.894 0.019 -0.958
H 1.94792 0.87028 1.01001 0.414 -2.113 -0.256 0.495
H 2.53198 -0.57035 0.59722 0.009 -0.174 -0.649 0.512
O 2.22207 -0.06352 1.35000 -0.061 2.159 0.613 -1.047
H -2.20175 1.56974 -1.92420 -0.235 0.948 0.183 0.478
H -2.72157 1.36076 -3.23222 -0.225 0.633 -0.437 0.459
O -2.54033 2.12692 -2.66189 0.330 -1.630 0.386 -0.943
```
Positions in Å, forces in eV/Å.

ΔE to the lowest compared entry with this formula, charge and spin in kJ/mol: 299.8
Molecular weight in g/mol: 229.25
Net charge: -1
Frontier orbital gap in eV: 8.372